C52H125N7O10 | the ωB97M-V functional and the def2-TZVPD basis

Element x y z (Å)
1 C 5.732596 -2.054651 3.015558
2 C 5.041476 -2.972481 1.938218
3 C 3.503256 -2.675391 1.806578
4 O 5.421876 -2.611511 0.671048
5 H 5.421286 -2.280261 4.035498
6 H 5.547626 -0.988781 2.882118
7 H 6.782616 -2.323231 2.899688
8 H 5.229066 -4.043331 2.016908
9 H 3.015576 -3.067141 2.699208
10 H 2.990406 -3.259831 1.042698
11 H 3.225616 -1.621551 1.785618
12 H 4.874866 -3.140141 0.085448
13 C -5.051844 2.286549 3.323068
14 C -4.295374 2.637279 4.629668
15 C -2.761694 2.733459 4.430738
16 O -4.735334 3.855729 5.219448
17 H -4.610184 1.376459 2.917148
18 H -5.007044 3.026579 2.524028
19 H -6.089864 2.023339 3.526408
20 H -4.394144 1.907189 5.432978
21 H -2.258584 1.780709 4.265608
22 H -2.355004 2.969589 5.414068
23 H -2.366604 3.574569 3.861048
24 H -4.861594 3.615729 6.140348
25 C 2.996936 0.766379 3.492128
26 C 2.580846 2.219069 3.748578
27 C 1.364926 2.324199 4.648758
28 O 3.615806 2.792659 4.552348
29 H 3.890516 0.855909 2.874388
30 H 2.169506 0.327569 2.934528
31 H 3.160716 0.182479 4.397838
32 H 2.392876 2.885719 2.906948
33 H 1.187656 3.389379 4.797338
34 H 1.429886 1.868569 5.636828
35 H 0.394346 2.010889 4.264158
36 H 4.174966 3.299049 3.958618
37 C 2.540236 5.550929 0.260468
38 C 1.712306 5.412269 -1.036572
39 C 0.348486 6.179159 -0.828582
40 C -0.498314 6.367729 -2.127062
41 C 0.404286 6.967919 -3.160152
42 C 1.784876 6.232709 -3.477072
43 N 2.501186 5.980659 -2.226122
44 O 3.761946 5.412369 -2.308622
45 C 1.470166 5.018249 -4.314962
46 C 2.672336 7.151869 -4.265212
47 C 1.429236 3.891799 -1.210232
48 H 2.024486 5.118489 1.117848
49 H 2.771506 6.587299 0.506518
50 H 3.439246 4.939919 0.179528
51 H -0.393744 5.692399 -0.195922
52 H 0.559316 7.082909 -0.256842
53 H -1.171544 7.192369 -1.892912
54 H -0.949534 5.423719 -2.432602
55 H 0.850666 7.881729 -2.767962
56 H -0.098704 7.117379 -4.115532
57 H 0.693966 4.355149 -3.932982
58 H 1.055176 5.296449 -5.283722
59 H 2.286306 4.363769 -4.621022
60 H 2.114006 7.375099 -5.174342
61 H 3.157856 7.989939 -3.765202
62 H 3.474426 6.519059 -4.645092
63 H 0.523096 3.504269 -1.675862
64 H 1.539936 3.252789 -0.334152
65 H 2.301836 3.480789 -1.717922
66 H 4.411626 6.101949 -2.153762
67 C -1.525384 -2.469091 -4.487642
68 C -1.118824 -1.334291 -5.397822
69 C -2.251114 -1.215301 -6.442542
70 C -3.443174 -0.407581 -5.978902
71 C -2.984094 0.959249 -5.409422
72 C -1.950554 0.838679 -4.276382
73 N -0.815154 -0.002471 -4.724052
74 O 0.256516 0.035919 -3.883842
75 C -1.404174 2.314829 -4.163902
76 C -2.577014 0.393359 -2.950292
77 C 0.132146 -1.632981 -6.294352
78 H -0.942764 -2.382561 -3.570492
79 H -1.290124 -3.428271 -4.948862
80 H -2.561404 -2.362181 -4.166172
81 H -2.018644 -0.880881 -7.453592
82 H -2.678514 -2.209481 -6.573122
83 H -3.975814 -0.907991 -5.170212
84 H -4.117734 -0.182141 -6.804882
85 H -3.897594 1.389259 -4.998692
86 H -2.702864 1.596539 -6.247802
87 H -0.733744 2.564919 -4.986132
88 H -2.136474 3.122169 -4.170832
89 H -0.891404 2.396319 -3.205502
90 H -1.764484 0.445819 -2.225632
91 H -3.413094 0.958969 -2.539012
92 H -2.889504 -0.646311 -3.047952
93 H 0.167076 -2.683821 -6.581782
94 H 1.024116 -1.480601 -5.686682
95 H 0.207526 -0.925631 -7.120232
96 H 0.964916 0.180869 -4.515312
97 C -0.268334 -2.554931 2.996688
98 C -0.291304 -2.509371 4.580918
99 C -0.084494 -1.035111 5.011208
100 C -0.600754 -0.533931 6.350478
101 C -2.002614 -1.049921 6.657648
102 C -2.236294 -2.491751 6.276088
103 N -1.676954 -2.929451 4.946448
104 O -1.976894 -4.242451 4.601318
105 C -1.796194 -3.429921 7.387578
106 C -3.830054 -2.581081 6.052518
107 C 0.854376 -3.322641 5.269868
108 H 0.727366 -2.227231 2.697878
109 H -0.887714 -1.840841 2.453948
110 H -0.405584 -3.584201 2.665228
111 H 0.971326 -0.764311 5.014798
112 H -0.404844 -0.345991 4.229808
113 H -0.670474 0.551289 6.276038
114 H 0.091456 -0.724861 7.170528
115 H -2.711274 -0.390731 6.156278
116 H -2.246954 -0.994721 7.718478
117 H -2.044604 -4.428201 7.027258
118 H -0.733484 -3.346951 7.615338
119 H -2.456794 -3.296601 8.244268
120 H -4.160094 -3.605951 5.882768
121 H -4.344084 -2.189481 6.930318
122 H -4.048624 -1.993461 5.160868
123 H 1.825546 -3.056351 4.852718
124 H 0.820886 -4.404641 5.142318
125 H 0.886086 -3.153211 6.346148
126 H -2.815394 -4.111281 4.152648
127 C 0.715796 -4.812121 -0.050502
128 C 0.426876 -5.202021 -1.509972
129 C -1.046344 -5.207941 -1.900972
130 O -1.080484 -5.668271 -3.279042
131 C -1.041464 -7.116021 -3.401112
132 N 1.201656 -4.274931 -2.364902
133 H 0.474466 -5.610111 0.651678
134 H 0.099716 -3.970051 0.264868
135 H 1.756086 -4.512221 0.075878
136 H 0.840926 -6.169301 -1.794632
137 H -1.399684 -4.185001 -1.771172
138 H -1.851324 -5.755681 -1.410992
139 H -1.936504 -7.460011 -3.919462
140 H -0.977934 -7.720021 -2.495992
141 H -0.213154 -7.446711 -4.027732
142 H 0.850596 -4.467921 -3.292062
143 H 0.908796 -3.333851 -2.144212
144 C -5.426694 -1.249821 1.106518
145 C -4.594964 -2.040421 2.110818
146 C -4.222754 -3.424761 1.494478
147 O -3.853264 -4.288101 2.563918
148 C -3.280534 -5.568351 2.281548
149 N -3.406464 -1.299461 2.481218
150 H -4.753084 -0.934051 0.309878
151 H -5.745724 -0.291421 1.516148
152 H -6.259634 -1.796441 0.664358
153 H -5.224954 -2.311751 2.957928
154 H -3.481654 -3.263301 0.711658
155 H -5.091374 -3.857741 0.998378
156 H -4.005494 -6.175601 1.739518
157 H -2.938744 -6.123701 3.154968
158 H -2.450994 -5.360711 1.605638
159 H -2.918554 -1.853341 3.170618
160 H -2.770994 -1.190391 1.703808
161 C 5.367526 3.301889 -4.076892
162 C 5.092896 1.849839 -4.369552
163 C 3.663096 1.433379 -3.900302
164 O 3.248126 0.126249 -4.312632
165 C 3.984326 -0.961841 -3.712692
166 N 5.244256 1.569339 -5.815312
167 H 5.408216 3.534909 -3.012872
168 H 4.561686 3.908929 -4.489472
169 H 6.311896 3.582629 -4.543202
170 H 5.740856 1.212359 -3.768002
171 H 2.839276 2.117069 -4.105222
172 H 3.610336 1.509269 -2.814222
173 H 3.559836 -1.105191 -2.719032
174 H 5.046656 -0.721811 -3.668662
175 H 3.774386 -1.827171 -4.341362
176 H 4.767826 2.333809 -6.272132
177 H 4.719896 0.717499 -5.955002
178 C 2.115006 -0.135231 -0.481982
179 C 0.744186 -0.647371 -0.096132
180 C -0.168844 0.567349 0.128248
181 O -1.387454 0.171479 0.554118
182 C -2.313044 1.215499 0.869878
183 N 0.282576 -1.482941 -1.122442
184 H 2.528606 0.653089 0.146978
185 H 2.127296 0.310829 -1.476462
186 H 2.863176 -0.923531 -0.565112
187 H 0.707836 -1.252541 0.809708
188 H -0.150224 1.317079 -0.662742
189 H 0.349676 1.080159 0.938348
190 H -3.369154 0.950879 0.817878
191 H -2.160074 1.966929 0.095248
192 H -2.085694 1.697229 1.820858
193 H 0.117286 -0.984901 -1.985422
194 H -0.670974 -1.712581 -0.881412

Cartesian forces (eV/Å) of the 2 atoms listed first:
-0.161 -1.575 -0.978
-3.037 1.764 0.666

The SMILES is CC1(C)CCCC(C)(C)N1O.CC1(C)CCCC(C)(C)N1O.CC1(C)CCCC(C)(C)N1O.COC[C@H](C)N.COC[C@H](C)N.COC[C@H](C)N.COC[C@H](C)N.CC(C)O.CC(C)O.CC(C)O. As for the calculated total energy: -86847.9313 eV. For the LUMO energy, the calculation gives 0.46 eV. As for the HOMO energy: -8.02 eV. As for the maximum force: 4.3 eV/A. The orbital gap comes out at 8.49 eV.

Results of the Mulliken charge analysis, in e, for atoms 1 through 5: number 1, C, carries -1.306; number 2, C, carries 0.529; number 3, C, carries 0.432; number 4, O, carries -0.557; number 5, H, carries 0.329